#P
Entry from the OMol25 dataset: a structure of composition C5H10O (ωB97M-V with the def2-TZVPD basis set).

Each line ends with the Mulliken charge.
Element x y z (Å)
C 1.734 0.268 0.232  -1.120
C 0.407 0.589 0.887  -0.069
C -1.270 0.521 0.057  -0.157
C -1.105 0.234 -1.421  -1.108
C -0.647 -0.511 0.925  -0.172
O -0.144 -1.719 0.390  -0.557
H 1.613 -0.006 -0.819  0.246
H 2.207 -0.581 0.737  0.298
H 2.403 1.132 0.291  0.377
H 0.474 1.117 1.840  0.472
H -0.220 1.437 0.314  0.120
H -2.046 -0.264 -1.698  0.360
H -1.065 1.153 -2.014  0.293
H -0.288 -0.436 -1.724  0.338
H -1.106 -0.678 1.904  0.362
H -0.902 -2.238 0.091  0.318

Properties
HOMO level ... -7.93 eV
Orbital gap ... 0.32259 Ha
LUMO level ... 0.844 eV

#Q
Entry from the OMol25 dataset: the molecule C5H10O (ωB97M-V with the def2-TZVPD basis set).

Each line ends with the Mulliken charge.
Element x y z (Å)
C -2.708 -0.346 0.077  -0.587
C -0.267 -0.348 -0.007  -0.387
C 1.087 -0.012 0.107  0.821
C 2.161 -1.095 -0.002  -0.844
C 1.276 1.379 0.004  -1.061
H -3.359 0.700 -0.061  0.205
H -2.987 -1.088 -0.803  0.309
H -2.780 -0.870 1.264  0.268
H -0.709 -1.339 -0.428  0.036
H 1.397 -2.063 -0.219  0.227
H 2.747 -0.945 -0.949  0.251
H 2.767 -1.002 1.010  0.276
H 0.463 1.961 0.107  0.435
H 1.743 1.602 -1.003  0.179
H 2.164 1.512 0.847  0.211
O -1.343 0.508 -0.104  -0.340

Properties
HOMO level ... -7.80 eV
Orbital gap ... 0.32072 Ha
LUMO level ... 0.932 eV

Most stable = #P

#P
Entry from the OMol25 dataset: the molecule C5H10O (ωB97M-V with the def2-TZVPD basis set).

Each line ends with the Mulliken charge.
Element x y z (Å)
C 1.976 0.631 0.172  -1.352
C 0.673 0.065 -0.332  -0.342
C -0.276 -0.679 0.519  0.464
C -1.425 -1.086 -0.457  -0.614
O -1.806 0.061 -1.197  -0.571
C -0.653 0.730 0.745  -0.807
H 2.640 -0.131 0.600  0.282
H 1.776 1.360 0.958  0.313
H 2.531 1.145 -0.622  0.357
H 0.796 -0.396 -1.337  0.387
H -0.970 0.552 -1.320  0.414
H 0.015 -1.391 1.290  0.368
H -2.305 -1.418 0.102  0.343
H -1.123 -1.861 -1.173  0.336
H -1.739 0.893 0.844  0.211
H -0.108 1.523 1.209  0.212

Properties
HOMO level ... -8.85 eV
Orbital gap ... 0.36471 Ha
LUMO level ... 1.073 eV

#Q
Entry from the OMol25 dataset: the molecule C5H10O (ωB97M-V with the def2-TZVPD basis set).

Each line ends with the Mulliken charge.
Element x y z (Å)
C 2.330 0.055 0.254  -0.732
O 1.201 -0.728 0.559  -0.418
C 0.126 -0.420 -0.286  0.399
C -0.531 0.977 -0.173  -0.767
C -1.899 0.292 0.069  -0.324
C -1.200 -1.090 0.104  -0.862
H 2.272 1.047 0.725  0.251
H 2.431 0.194 -0.833  0.331
H 3.217 -0.465 0.627  0.248
H 0.418 -0.624 -1.331  0.387
H -0.170 1.586 0.662  0.293
H -0.456 1.561 -1.093  0.237
H -2.602 0.416 -0.759  0.215
H -2.410 0.579 0.994  0.250
H -1.169 -1.549 1.097  0.245
H -1.559 -1.831 -0.615  0.247

Properties
HOMO level ... -9.52 eV
Orbital gap ... 0.39313 Ha
LUMO level ... 1.179 eV

#R
Entry from the OMol25 dataset: a structure of composition C5H10O (ωB97M-V with the def2-TZVPD basis set).

Each line ends with the Mulliken charge.
Element x y z (Å)
C -1.474 -0.950 -0.423  -0.954
C 0.204 -0.722 -1.069  0.309
C -0.469 0.515 -1.230  -0.670
C 1.603 0.521 0.300  -0.514
C 0.858 0.884 1.570  -0.928
O 1.176 -0.812 -0.219  -0.357
H -1.544 -2.011 -0.675  0.381
H -1.359 -0.815 0.650  0.262
H -2.393 -0.478 -0.778  0.366
H 0.235 -1.437 -1.890  0.485
H -0.973 0.742 -2.165  0.365
H -0.529 1.225 -0.423  0.205
H 2.650 0.325 0.563  0.220
H 1.490 1.565 2.152  0.337
H -0.098 1.421 1.410  0.230
H 0.623 0.029 2.228  0.261

Properties
HOMO level (spin up / spin down) ... -6.26 / -6.27 eV
Orbital gap (spin up / spin down) ... 0.24460 / 0.24466 Ha
LUMO level (spin up / spin down) ... 0.392 / 0.392 eV

Most stable = #Q

#P
Entry from the OMol25 dataset: a structure of composition C5H10O (ωB97M-V with the def2-TZVPD basis set).

Each line ends with the Mulliken charge.
Element x y z (Å)
C -2.035 -1.178 -1.269  -0.499
O -1.075 -0.223 -1.158  -0.241
C -0.279 -0.400 -0.088  -0.498
C 0.894 0.544 -0.112  0.041
C 1.827 0.554 1.063  -0.579
C 1.007 1.773 0.783  -0.579
H -1.155 -2.259 -0.906  0.144
H -2.737 -1.211 -0.423  0.262
H -2.553 -1.013 -2.231  0.224
H -0.804 -0.474 0.873  0.299
H -0.238 -1.994 -0.298  0.127
H 1.337 0.657 -1.099  0.327
H 2.894 0.574 0.867  0.252
H 1.535 -0.060 1.911  0.237
H 0.188 2.018 1.454  0.244
H 1.521 2.649 0.385  0.240

Properties
HOMO level ... -9.00 eV
Orbital gap ... 0.36893 Ha
LUMO level ... 1.043 eV

#Q
Entry from the OMol25 dataset: a cluster of 2 separate species, C5H10O in total (ωB97M-V with the def2-TZVPD basis set).

Each line ends with the Mulliken charge.
Element x y z (Å)
C 1.409 -0.983 0.047  -1.558
C 0.435 -0.038 0.743  0.524
C 0.324 1.423 0.203  -0.644
C -1.160 1.151 0.080  -0.751
C -1.066 -0.097 0.584  -0.390
O -1.422 -1.044 -1.391  -0.691
H 1.228 -2.030 0.312  0.328
H 1.371 -0.891 -1.046  0.363
H 2.437 -0.738 0.344  0.384
H 0.627 -0.056 1.819  0.367
H 0.541 2.178 0.962  0.260
H 0.918 1.644 -0.693  0.275
H -2.014 1.807 -0.037  0.461
H -1.285 -0.059 -1.308  0.424
H -1.775 -0.823 0.968  0.334
H -0.567 -1.444 -1.586  0.314

Properties
HOMO level ... -8.75 eV
Orbital gap ... 0.35891 Ha
LUMO level ... 1.017 eV

Most stable = #Q

#P
Entry from the OMol25 dataset: a structure of composition C5H10O (ωB97M-V with the def2-TZVPD basis set).

Each line ends with the Mulliken charge.
Element x y z (Å)
C -1.691 0.737 -0.099  -1.330
C -0.655 -0.162 0.558  0.333
C -0.195 -1.512 0.015  -0.585
O 1.063 -1.321 0.700  -0.463
C 0.856 0.119 0.616  0.215
C 1.589 0.641 -0.606  -1.286
H -1.820 1.686 0.437  0.338
H -2.681 0.265 -0.142  0.353
H -1.412 0.985 -1.130  0.297
H -0.841 -0.422 1.609  0.256
H -0.024 -1.545 -1.072  0.263
H -0.755 -2.401 0.324  0.296
H 1.184 0.658 1.515  0.384
H 2.656 0.450 -0.450  0.340
H 1.439 1.715 -0.760  0.333
H 1.288 0.107 -1.514  0.256

Properties
HOMO level ... -9.62 eV
Orbital gap ... 0.39334 Ha
LUMO level ... 1.087 eV

#Q
Entry from the OMol25 dataset: the molecule C5H10O (ωB97M-V with the def2-TZVPD basis set).

Each line ends with the Mulliken charge.
Element x y z (Å)
C -1.395 -0.593 0.599  -1.197
C -0.760 0.366 -0.587  -0.096
C -0.086 1.577 0.018  -0.737
C 0.754 0.522 -0.630  0.026
C 1.496 -0.577 0.092  -0.636
O 0.970 -1.848 -0.248  -0.528
H -1.656 -1.676 0.492  0.356
H -0.794 -0.610 1.543  0.278
H -2.332 -0.101 0.850  0.373
H -1.231 0.601 -1.566  0.330
H -0.127 2.559 -0.456  0.278
H -0.146 1.598 1.096  0.237
H 1.252 0.848 -1.546  0.343
H 2.534 -0.578 -0.236  0.351
H 1.470 -0.449 1.182  0.239
H 0.106 -1.670 -0.636  0.382

Properties
HOMO level ... -9.93 eV
Orbital gap ... 0.40477 Ha
LUMO level ... 1.082 eV

Most stable = #P

#P
Entry from the OMol25 dataset: the molecule C5H10O (ωB97M-V with the def2-TZVPD basis set).

Each line ends with the Mulliken charge.
Element x y z (Å)
C -1.380 2.143 -0.214  -1.198
C -0.376 1.181 0.390  -0.164
O 0.067 0.320 -0.640  -0.329
C 1.007 -0.618 -0.228  -0.002
C 0.585 -1.732 0.688  -0.533
C 0.833 -1.993 -0.777  -0.614
H -1.852 2.749 0.567  0.365
H -2.162 1.583 -0.736  0.303
H -0.897 2.810 -0.935  0.286
H 0.473 1.728 0.833  0.285
H -0.840 0.592 1.197  0.274
H 2.020 -0.227 -0.108  0.372
H 1.305 -2.103 1.412  0.233
H -0.447 -1.736 1.028  0.258
H 1.708 -2.562 -1.076  0.239
H -0.045 -2.136 -1.400  0.225

Properties
HOMO level ... -9.69 eV
Orbital gap ... 0.40122 Ha
LUMO level ... 1.225 eV

#Q
Entry from the OMol25 dataset: a cluster of 2 separate species, C5H10O in total (ωB97M-V with the def2-TZVPD basis set).

Each line ends with the Mulliken charge.
Element x y z (Å)
O -1.793 0.342 0.991  -0.517
C -1.475 0.205 -0.170  -0.288
C -0.176 -0.275 -0.683  0.130
C 0.948 -0.784 0.234  -0.591
C 1.286 0.668 0.610  -0.482
C 0.429 1.205 -0.550  -0.860
H -1.729 -1.731 0.823  -0.107
H -2.079 0.616 -1.008  0.367
H -1.493 -2.217 0.313  0.122
H -0.237 -0.724 -1.684  0.424
H 1.743 -1.251 -0.361  0.293
H 0.690 -1.465 1.049  0.286
H 0.865 0.918 1.587  0.207
H 2.331 0.968 0.568  0.334
H -0.243 2.027 -0.254  0.346
H 0.934 1.498 -1.465  0.337

Properties
HOMO level ... -9.58 eV
Orbital gap ... 0.39084 Ha
LUMO level ... 1.060 eV

Most stable = #P

#P
Entry from the OMol25 dataset: the ion CH4IN2 with charge +1 (ωB97M-V with the def2-TZVPD basis set).

Each line ends with the Mulliken charge.
Element x y z (Å)
C -0.193 -0.473 0.227  0.184
N -1.408 -0.285 -0.118  -0.178
N 1.083 0.783 0.037  -0.550
I 2.990 0.104 0.321  0.327
H 0.301 -1.114 0.863  0.359
H -2.148 -0.801 0.265  0.263
H -1.600 0.421 -0.815  0.277
H 0.976 1.366 -0.781  0.317

Properties
Net charge ... +1
HOMO level ... -13.53 eV
Orbital gap ... 0.29179 Ha
LUMO level ... -5.588 eV

#Q
Entry from the OMol25 dataset: a cluster of 2 separate species, CH4IN2 in total (ωB97M-V with the def2-TZVPD basis set).

Each line ends with the Mulliken charge.
Element x y z (Å)
C -0.361 -0.729 0.725  0.473
N 0.009 -1.339 -0.314  -0.290
N -0.695 -0.333 1.790  -0.124
I 0.567 1.893 -1.416  -0.115
H 1.113 3.382 -1.992  0.163
H 0.895 -1.244 -0.655  0.263
H -0.568 -1.962 -0.731  0.217
H -0.960 0.331 2.595  0.413

Properties
Net charge ... +1
HOMO level ... -13.68 eV
Orbital gap ... 0.32944 Ha
LUMO level ... -4.713 eV

Most stable = #Q